1.
Below is a single C6H8OS molecule, with properties calculated with ωB97M-V/def2-TZVPD.

Geometry as XYZ:
```
16
Properties=species:S:1:pos:R:3
C -0.132 1.062 0.467
C -1.498 0.675 -0.062
C -1.495 -0.518 -0.671
C -0.144 -1.166 -0.593
C 0.338 -1.470 0.795
C 0.729 -0.182 0.138
H 1.137 2.487 0.245
H -0.167 1.197 1.560
H -2.379 1.333 0.052
H -2.360 -0.991 -1.112
H 0.221 -1.750 -1.435
H -0.388 -1.418 1.580
H 1.097 -2.239 0.876
H 2.295 0.691 -1.419
O 0.295 2.233 -0.175
S 2.450 0.055 -0.247
```

The LUMO energy comes out at 0.77 eV. Its spin multiplicity is 1. Its total energy is -19233.01021 eV. Its energy above the lowest of the compared OMol25 structures with the same formula, charge and spin is 121.0 kJ/mol. Its largest force on an atom is 0.88 eV/A. The SMILES is O[C@H]1C=C[C@@H]2C[C@@]21S.

=====

2.
Below is a molecular structure, C7H15N3O4, with properties calculated with ωB97M-V/def2-TZVPD.

Geometry as XYZ:
```
29
Properties=species:S:1:pos:R:3
C -1.823 2.069 -0.416
C -0.570 2.111 0.392
C 0.381 -0.236 -0.059
C 2.877 0.680 -0.319
C 3.725 -0.657 0.012
C -0.919 -2.058 0.374
C -2.255 -1.686 -0.076
H -3.481 1.185 0.144
H -2.022 0.951 -1.110
H -2.018 3.087 -0.954
H 0.292 2.563 -0.128
H -0.960 2.872 1.336
H -1.383 0.266 0.869
H 1.776 -0.449 -1.532
H 2.897 1.478 0.399
H 3.284 1.224 -1.304
H 3.727 -1.047 -1.012
H 4.724 -0.490 0.382
H 1.897 -1.456 0.632
H -0.980 -1.982 1.567
H -0.909 -3.137 -0.051
H -4.233 -1.904 -0.136
N -0.166 0.696 0.964
N 1.535 0.239 -0.762
N 0.116 -1.408 -0.244
O -2.717 1.699 0.706
O 3.031 -1.491 0.902
O -3.356 -2.511 0.021
O -2.470 -0.608 -0.596
```

The LUMO energy comes out at 0.20 eV. Its spin multiplicity is 1. Its total energy is -20156.24215 eV. Its energy above the lowest of the compared OMol25 structures with the same formula, charge and spin is 606.6 kJ/mol. Its largest force on an atom is 7.87 eV/A.

=====

3.
Below is a single C17H22N2O2 molecule, with properties calculated with ωB97M-V/def2-TZVPD.

Geometry as XYZ:
```
43
Properties=species:S:1:pos:R:3
C -6.154 -1.940 -0.440
C -5.004 -0.988 -0.341
C -3.816 -1.360 0.257
C -2.752 -0.461 0.338
N -1.566 -0.811 0.922
C -0.456 -0.013 1.040
O 0.557 -0.470 1.559
C -0.600 1.343 0.520
C -1.762 1.718 -0.066
C -2.877 0.838 -0.187
C -4.088 1.200 -0.790
C -5.126 0.306 -0.865
H -6.056 0.594 -1.333
H -4.192 2.196 -1.196
H -1.867 2.721 -0.457
C 0.566 2.281 0.642
H 0.215 3.302 0.493
H 0.997 2.199 1.642
C 1.667 1.976 -0.385
N 2.506 0.892 0.064
C 3.829 0.849 -0.185
O 4.404 1.692 -0.848
C 4.529 -0.358 0.414
H 3.983 -0.718 1.287
H 5.528 -0.045 0.720
C 4.656 -1.488 -0.620
C 3.282 -2.007 -1.036
H 2.710 -1.228 -1.533
H 3.387 -2.844 -1.723
H 2.723 -2.344 -0.165
C 5.499 -2.624 -0.045
H 6.487 -2.267 0.235
H 5.618 -3.419 -0.779
H 5.020 -3.041 0.838
H 5.162 -1.083 -1.502
H 2.061 0.193 0.649
H 2.313 2.847 -0.527
H 1.209 1.733 -1.355
H -1.469 -1.750 1.293
H -3.700 -2.353 0.667
H -6.400 -2.124 -1.485
H -5.921 -2.889 0.035
H -7.036 -1.517 0.038
```

The LUMO energy comes out at 0.07 eV. Its spin multiplicity is 1. Its total energy is -25063.38128 eV. Its energy above the lowest of the compared OMol25 structures with the same formula, charge and spin is 10.0 kJ/mol. Its largest force on an atom is 0.73 eV/A. The SMILES is Cc1ccc2cc(CCNC(=O)CC(C)C)c(=O)[nH]c2c1.

=====

4.
Below is a molecular structure, C5H3F, with properties calculated with ωB97M-V/def2-TZVPD.

Geometry as XYZ:
```
9
Properties=species:S:1:pos:R:3
C -0.787 -0.826 -0.657
C -1.492 0.153 -0.152
C 1.083 0.509 -0.144
C 0.520 -0.784 0.077
C -0.508 -0.026 0.952
F -2.714 0.555 -0.124
H 1.935 0.767 0.344
H 0.840 1.177 -0.898
H 1.121 -1.524 0.601
```

The LUMO energy comes out at -0.32 eV. Its spin multiplicity is 1. Its total energy is -7943.04051 eV. Its energy above the lowest of the compared OMol25 structures with the same formula, charge and spin is 394.0 kJ/mol. Its largest force on an atom is 3.06 eV/A.

=====

5.
Below is 2 unconnected molecules or ions with the total composition C19H30N4O6, with properties calculated with ωB97M-V/def2-TZVPD.

Geometry as XYZ:
```
59
Properties=species:S:1:pos:R:3
O -0.736 2.768 -5.807
O -2.608 -1.982 -4.175
O 0.316 -2.564 -7.416
O -2.279 -0.280 2.523
O -0.219 0.203 6.240
O 1.380 1.989 -5.958
C 0.045 1.831 -5.799
C -1.752 -1.467 -4.872
C -0.228 -1.819 -6.629
C -1.323 -0.704 3.163
C 0.697 -0.423 5.713
C -0.456 0.436 -5.730
C -1.374 -0.042 -4.786
N -1.133 -2.304 -5.747
N 0.092 -0.491 -6.634
N 1.550 -1.172 6.422
N -0.252 0.057 3.453
C -1.341 -2.155 3.613
C 1.499 -1.307 7.876
C 0.474 1.846 -2.078
C -0.100 0.192 -0.310
C 0.751 -0.619 -2.494
C -1.983 0.820 -3.686
C -0.183 1.477 3.134
C -1.619 0.371 -2.255
C 1.100 2.002 3.773
C -0.127 0.454 -1.822
C 1.969 0.749 3.871
C 0.944 -0.342 4.197
H 1.514 2.949 -6.014
H -1.452 -3.258 -5.832
H 0.870 -0.226 -7.231
H 2.284 -1.654 5.928
H -1.324 -2.195 4.700
H -2.257 -2.620 3.253
H -0.485 -2.680 3.197
H 0.497 -1.613 8.184
H 1.724 -0.345 8.342
H 2.223 -2.049 8.215
H -0.158 2.622 -1.634
H 0.566 2.046 -3.146
H 1.472 1.919 -1.636
H -0.772 0.887 0.200
H -0.434 -0.826 -0.086
H 0.909 0.321 0.096
H 0.982 -0.356 -3.527
H 0.248 -1.592 -2.484
H 1.702 -0.722 -1.962
H -3.072 0.771 -3.790
H -1.718 1.872 -3.787
H -1.049 2.007 3.533
H -0.127 1.617 2.059
H -1.972 -0.652 -2.095
H -2.203 1.004 -1.579
H 0.884 2.383 4.773
H 1.568 2.774 3.163
H 2.735 0.847 4.641
H 2.426 0.544 2.902
H 1.315 -1.302 3.839
```

The LUMO energy comes out at -0.38 eV. Its spin multiplicity is 1. Its total energy is -38437.79120 eV. Its largest force on an atom is 3.10 eV/A. The SMILES is CC(C)(C)CCc1c(C(=O)O)[nH]c(=O)[nH]c1=O.CNC(=O)[C@@H]1CCCN1C(C)=O.